C37H59Cl15F2N3O7PS3 | the ωB97M-V functional and the def2-TZVPD basis

Last column: Mulliken charge in e.
Geometry (Å):
C  3.948524  3.840064  3.263123  -0.914
C  3.668847  2.208630  3.286650  0.206
C  4.456036  1.397431  2.095047  0.511
O  5.494718  0.612892  2.464230  -0.613
O  4.123951  1.499109  0.664791  -0.384
C  3.117234  0.457064  0.276854  0.577
C  1.665889  1.286585  0.217669  -0.596
C  0.437430  0.397733  -0.404322  0.179
C  -0.121401  1.414767  -1.534223  -1.018
C  0.886152  1.607180  -2.856040  -0.274
C  0.279998  0.929162  -4.231122  -0.146
S  1.617735  0.604731  -5.552360  -0.057
C  3.101898  -0.259215  -4.808373  -0.160
S  4.375360  0.745711  -4.223993  -0.063
N  3.324214  -1.751085  -4.695717  0.289
C  3.022927  -2.754352  -3.603817  -0.020
C  3.505013  -4.267371  -4.082705  -0.518
N  4.139040  -4.116400  -5.453623  -0.497
C  3.998096  -2.619011  -5.776812  -0.155
O  0.974775  -0.691493  -1.287569  0.841
C  -0.263696  -1.491223  -1.577743  -1.325
O  -0.085775  -2.185643  -2.687699  -0.579
C  -1.475196  -1.413343  -0.432716  0.769
C  -2.834736  -0.783887  -1.092116  -0.130
C  -2.944560  -0.825935  -2.729667  -0.273
O  -4.412691  -0.733660  -3.033277  -0.727
N  -1.824864  -2.801174  -0.025308  0.630
C  -2.352057  -3.705778  -1.095894  0.493
O  -1.499387  -4.640095  -1.602333  -0.443
F  -3.739251  -3.761325  -1.633775  -0.226
C  -2.741767  -2.984337  1.131796  0.448
O  -3.594284  -2.136389  1.701431  -0.346
F  -2.710061  -4.354682  1.775814  -0.325
C  -0.576662  -0.450380  0.617255  0.500
P  -1.484795  0.797001  1.733095  0.538
S  -2.148303  2.432434  1.019331  -0.331
C  0.331724  -1.229796  1.774140  0.304
Cl  1.225687  -2.766666  1.160373  -0.257
C  -0.406856  -1.678560  3.142161  -0.459
C  0.180638  -0.907587  4.508859  -0.312
H  3.079558  4.325368  3.919701  0.290
H  3.909076  4.308168  2.182494  0.308
H  4.960614  4.103504  3.821693  0.195
H  2.489512  2.081338  3.248038  -0.217
H  4.036460  1.742491  4.311539  0.304
H  3.397374  0.169841  -0.839049  -0.108
H  3.093563  -0.454515  1.009955  -0.117
H  1.400089  1.562005  1.345232  -0.250
H  1.904560  2.281271  -0.348898  0.451
H  -0.146629  2.503501  -1.043137  0.670
H  -1.180229  1.231025  -1.964754  -0.084
H  2.002456  1.294812  -2.619420  -0.085
H  0.943247  2.778141  -3.084769  0.283
H  -0.412749  1.769689  -4.720477  0.314
H  -0.419081  0.008018  -4.055257  -0.053
H  2.501988  -2.521383  -2.582134  0.356
H  3.375912  -5.261130  -3.467055  0.289
H  4.405391  -2.281795  -6.842674  0.291
H  -3.845759  -1.226786  -0.703768  0.410
H  -2.876687  0.377487  -0.818289  0.214
H  -2.458079  0.076562  -3.289265  0.222
H  -2.622628  -1.876664  -3.196446  0.163
H  -4.660724  0.246475  -3.142327  0.363
H  -0.529401  1.155273  2.792600  0.050
H  -2.591841  0.151308  2.453449  0.073
H  1.235615  -0.552218  2.170174  -0.250
H  -0.153640  -2.826833  3.361664  0.475
H  -1.558184  -1.604154  3.216157  -0.052
H  -0.640169  -0.781037  5.340974  0.270
H  0.731961  0.105731  4.233548  -0.412
H  1.022016  -1.606093  4.971621  0.279
Cl  -5.312552  0.564578  1.299449  -0.013
C  -6.764514  0.824466  0.301925  -0.697
C  -6.432915  0.940162  -1.177508  -0.114
Cl  -5.538550  2.434866  -1.551613  -0.166
H  -7.275491  1.719085  0.671484  0.362
H  -7.421001  -0.034884  0.468814  0.314
H  -7.355353  0.968962  -1.764165  0.389
H  -5.834613  0.091736  -1.523769  0.019
Cl  -0.957470  2.549732  -7.620639  -0.194
C  -0.802949  0.936474  -8.358409  -0.241
C  -2.151342  0.260877  -8.551982  0.004
Cl  -2.907861  -0.187334  -7.002539  -0.148
H  -0.138437  0.336619  -7.728638  0.095
H  -0.316042  1.077364  -9.328141  0.387
H  -2.025346  -0.664371  -9.121131  -0.184
H  -2.849675  0.904017  -9.096400  0.312
Cl  0.767335  1.581463  6.333307  -0.103
C  -0.575236  2.262677  7.284220  -0.514
C  -0.748166  1.559327  8.621179  -0.509
Cl  -1.331592  -0.113221  8.430961  -0.101
H  -1.484837  2.205301  6.678127  0.235
H  -0.342590  3.319214  7.448275  0.404
H  -1.492012  2.086411  9.225136  0.297
H  0.189535  1.528981  9.184637  0.326
Cl  -5.093258  -2.060199  -10.141607  -0.163
C  -4.332913  -1.549231  -11.668557  -0.506
C  -3.219937  -2.490987  -12.100353  -0.404
Cl  -1.808142  -2.405432  -11.017069  -0.182
H  -3.967508  -0.525438  -11.540731  0.306
H  -5.122329  -1.535918  -12.426153  0.352
H  -2.868439  -2.217934  -13.099241  0.288
H  -3.560986  -3.530430  -12.130893  0.319
Cl  5.349832  7.046108  4.037816  -0.163
C  5.869578  7.452718  5.691696  -0.431
C  6.560147  6.286390  6.380797  -0.506
Cl  5.433548  4.953268  6.737931  -0.164
H  4.991033  7.788583  6.251489  0.309
H  6.561469  8.296229  5.607528  0.307
H  6.975948  6.613337  7.337929  0.342
H  7.377171  5.885760  5.772803  0.318
Cl  5.826869  -5.302214  3.140158  -0.202
C  6.276181  -3.618937  2.772075  -0.473
C  5.250778  -2.623223  3.290890  -0.314
Cl  3.707760  -2.723832  2.406041  -0.025
H  6.410562  -3.531693  1.689326  0.303
H  7.243733  -3.437998  3.250001  0.350
H  5.623621  -1.603488  3.160447  0.081
H  5.042180  -2.776913  4.354166  0.309
Cl  -3.630473  -2.341735  8.839922  -0.176
C  -5.082434  -2.081848  7.842399  -0.451
C  -4.750836  -1.966153  6.362965  -0.523
Cl  -3.856471  -0.471448  5.988861  -0.123
H  -5.593412  -1.187229  8.211956  0.303
H  -5.738921  -2.941197  8.009287  0.346
H  -5.673274  -1.937351  5.776308  0.336
H  -4.152534  -2.814577  6.016703  0.292

Force components x, y, z for each atom (eV/Å):
C -0.306 0.058 0.830
C -0.194 0.280 -0.166
C 4.634 -3.721 1.601
O -6.523 4.930 -2.549
O -0.380 -1.291 3.449
C -1.107 0.822 -1.039
C 0.962 -1.246 1.761
C 0.995 0.904 -1.920
C -0.415 2.419 -0.289
C 0.196 0.668 0.011
C -0.798 0.727 1.088
S -0.005 -0.753 0.901
C 2.206 0.724 2.036
S -2.777 -2.335 -1.376
N 0.851 -4.827 -1.022
C 1.140 -3.079 -1.819
C -0.175 6.203 -1.670
N -2.905 6.124 3.238
C -0.248 -3.386 1.686
O -4.647 -1.059 1.550
C 4.483 -3.096 -5.614
O -2.488 3.849 6.923
C 0.578 1.797 -1.533
C -0.161 2.561 -0.659
C -1.115 -0.710 -0.450
O 1.245 1.853 0.170
N -3.185 -2.030 1.227
C 5.117 -7.220 -4.404
O -6.675 7.042 3.662
F 4.110 1.036 2.428
C -4.562 2.824 4.253
O 6.362 -5.578 -4.110
F 0.383 4.182 -2.780
C 0.874 -0.233 0.697
P -0.596 0.036 1.272
S -0.232 0.903 -0.820
C 0.830 -0.055 0.938
Cl -1.618 1.321 -0.442
C 0.089 -1.127 2.105
C 0.981 -0.717 -0.364
H 1.928 -0.973 -1.507
H 0.140 -1.097 2.213
H -2.131 -0.639 -1.470
H 2.493 -0.014 -0.277
H -0.655 0.972 -2.370
H -0.481 0.310 2.582
H 0.277 1.703 -1.555
H 0.470 -0.396 -2.405
H -0.808 -2.079 0.922
H -0.314 -2.566 -1.006
H 1.682 0.017 0.993
H -2.445 0.359 -0.563
H -0.140 -2.576 0.587
H 1.699 -1.928 0.656
H 1.764 1.526 -0.274
H 1.104 -0.057 -2.491
H 0.413 2.376 -1.549
H -1.182 -0.325 2.880
H 2.321 0.473 -0.447
H 0.037 -2.475 -0.400
H -0.437 -1.891 1.252
H -0.475 2.526 1.047
H 0.846 -2.093 0.186
H -0.574 -1.033 -0.899
H 1.332 -0.061 -0.654
H -2.125 -1.202 -1.352
H -0.671 2.569 -0.863
H 1.904 0.008 -0.680
H 1.586 -0.022 -1.871
H -1.474 -2.116 0.608
H -1.730 1.512 -0.949
Cl -0.077 0.031 0.003
C -0.307 0.079 -0.177
C -0.300 -0.341 0.206
Cl 0.164 -0.026 -0.054
H 0.206 -0.140 -0.101
H 0.143 0.100 -0.124
H 0.080 0.032 0.160
H -0.143 0.193 0.226
Cl 0.009 0.076 0.106
C -0.026 -0.412 -0.227
C 0.197 0.051 -0.242
Cl -0.017 0.046 0.084
H -0.225 0.134 -0.063
H -0.158 -0.012 0.120
H 0.033 0.206 0.185
H 0.137 -0.053 0.202
Cl 0.101 0.239 0.227
C -0.268 0.251 0.266
C 0.160 0.155 0.011
Cl 0.200 0.216 0.021
H 0.204 -0.116 0.129
H -0.007 -0.193 0.036
H 0.072 -0.034 -0.179
H -0.154 -0.004 -0.211
Cl 0.082 0.044 0.029
C 0.065 0.041 -0.254
C -0.278 0.020 -0.225
Cl 0.033 -0.113 -0.052
H -0.006 -0.258 0.030
H 0.171 -0.078 0.089
H -0.072 0.040 0.168
H 0.060 0.248 0.130
Cl -0.024 0.005 0.015
C 0.124 0.103 0.292
C 0.194 0.251 -0.056
Cl -0.024 -0.025 -0.040
H 0.159 -0.185 -0.139
H -0.045 -0.203 0.019
H -0.123 0.015 -0.144
H -0.258 0.072 0.057
Cl -0.047 -0.083 -0.016
C 0.091 0.377 -0.027
C 0.447 0.079 0.150
Cl 0.669 0.035 0.481
H -0.144 -0.037 0.235
H -0.212 0.007 -0.020
H -0.021 -0.163 -0.078
H 0.011 -0.103 -0.249
Cl -0.118 -0.116 0.001
C -0.243 0.013 -0.171
C -0.213 -0.303 0.058
Cl 0.026 0.014 -0.087
H 0.210 -0.138 -0.119
H 0.137 0.108 -0.119
H 0.104 0.026 0.146
H -0.058 0.222 0.147

Summary:
E_tot	-10774.030335	Ha
M	1354.9	g/mol
gap between HOMO and LUMO	6.172	eV
LUMO energy	-1.50	eV
SMILES string	CCC(=O)OCC[C@@]1(CCCSC(=S)n2ccnc2)OC(=O)[C@@](CCO)(N(C(=O)F)C(=O)F)[C@@]1([PH2]=S)[C@H](Cl)CC.ClCCCl.ClCCCl.ClCCCl.ClCCCl.ClCCCl.ClCCCl.ClCCCl
net charge	0
HOMO	-7.68	eV